No. 1
{
  "formula": "C32H55BBrF16NO9SSi2",
  "method": "ωB97M-V with the def2-TZVPD basis set",
  "charge": 0,
  "homo_lumo_gap_ha": 0.3140,
  "symbols": ["C", "C", "C", "C", "N", "Si", "C", "C", "C", "C", "C", "C", "O", "C", "C", "O", "O", "Si", "C", "O", "C", "C", "O", "C", "S", "C", "C", "B", "O", "O", "C", "C", "Br", "C", "C", "H", "H", "H", "H", "H", "H", "H", "H", "H", "H", "H", "H", "H", "H", "H", "H", "H", "H", "H", "H", "H", "H", "H", "H", "H", "H", "H", "H", "H", "H", "H", "H", "H", "H", "H", "H", "H", "H", "H", "H", "H", "H", "H", "H", "H", "H", "H", "C", "C", "C", "F", "F", "F", "F", "O", "C", "C", "F", "F", "F", "F", "H", "H", "H", "H", "C", "C", "C", "F", "F", "F", "F", "O", "C", "C", "F", "F", "F", "F", "H", "H", "H", "H"],
  "coordinates": [[2.930, -6.073, -0.722], [2.107, -5.910, -2.022], [2.593, -4.734, -2.927], [1.513, -3.643, -2.949], [1.543, -2.950, -1.637], [1.095, -1.247, -1.731], [2.672, -0.359, -2.317], [3.590, 0.092, -1.156], [3.942, 1.597, -1.170], [5.452, 1.852, -1.060], [6.111, 1.129, 0.142], [6.567, 2.073, 1.271], [5.505, 2.166, 2.270], [5.654, 1.287, 3.275], [5.672, 1.872, 4.676], [5.753, 0.134, 3.131], [0.746, -0.579, -0.243], [-0.705, -0.973, 0.529], [-0.365, -0.604, 2.388], [-1.418, -1.099, 3.237], [-0.991, -1.517, 4.462], [-1.408, -2.928, 4.810], [-0.396, -0.822, 5.178], [-2.108, 0.230, 0.062], [-3.589, 0.019, 1.110], [-3.443, 1.231, 2.457], [-4.571, 2.298, 2.410], [-1.267, -2.893, 0.451], [-2.578, -3.224, 0.265], [-0.446, -3.978, 0.605], [0.573, -3.821, 1.579], [-0.181, -0.914, -3.098], [-0.664, 1.000, -3.180], [-1.403, -1.839, -3.127], [-2.256, -1.529, -4.390], [2.236, -6.174, 0.114], [3.524, -5.185, -0.515], [3.544, -6.971, -0.702], [1.076, -5.738, -1.716], [2.085, -6.845, -2.580], [2.718, -5.161, -3.919], [3.529, -4.377, -2.498], [1.637, -2.984, -3.817], [0.573, -4.192, -2.984], [2.521, -2.911, -1.360], [2.301, 0.555, -2.798], [3.181, -0.918, -3.103], [4.537, -0.443, -1.271], [3.215, -0.158, -0.165], [3.486, 2.085, -0.305], [3.564, 2.102, -2.060], [5.671, 2.917, -0.975], [5.937, 1.489, -1.969], [5.487, 0.372, 0.601], [7.012, 0.635, -0.230], [6.821, 3.059, 0.898], [7.402, 1.592, 1.777], [6.674, 1.794, 5.088], [4.953, 1.323, 5.277], [5.369, 2.918, 4.645], [-0.318, 0.486, 2.473], [0.606, -1.037, 2.628], [-0.527, -3.473, 5.136], [-2.222, -2.937, 5.529], [-1.785, -3.415, 3.912], [-1.733, 1.243, 0.228], [-2.436, 0.146, -0.972], [-2.463, 1.696, 2.361], [-3.476, 0.753, 3.431], [-5.261, 2.000, 1.626], [-5.054, 2.375, 3.371], [-4.176, 3.282, 2.159], [-3.070, -2.494, -0.132], [1.437, -3.267, 1.202], [0.948, -4.819, 1.813], [0.215, -3.414, 2.523], [0.354, -1.090, -4.029], [-2.074, -1.716, -2.275], [-1.146, -2.893, -3.208], [-1.553, -1.394, -5.210], [-2.981, -2.311, -4.601], [-2.787, -0.584, -4.299], [-6.185, 2.333, 7.857], [-6.180, 2.735, 6.376], [-5.349, 3.965, 6.021], [-5.805, 5.068, 6.653], [-5.427, 4.202, 4.686], [-7.452, 2.882, 5.946], [-5.655, 1.682, 5.683], [-7.290, 2.773, 8.621], [-7.242, 4.042, 9.159], [-8.345, 4.935, 8.592], [-8.229, 5.040, 7.252], [-8.239, 6.178, 9.115], [-6.020, 4.587, 8.997], [-7.442, 3.911, 10.489], [-6.264, 1.247, 7.870], [-5.237, 2.558, 8.346], [-4.296, 3.817, 6.280], [-9.330, 4.528, 8.830], [0.029, 1.875, -8.340], [-0.014, 0.399, -7.922], [0.760, 0.045, -6.657], [2.081, 0.296, -6.792], [0.634, -1.287, -6.402], [0.387, -0.373, -8.956], [-1.322, 0.090, -7.690], [0.974, 2.217, -9.334], [2.265, 2.488, -8.935], [3.257, 1.486, -9.523], [2.951, 0.230, -9.134], [4.505, 1.763, -9.076], [2.351, 2.552, -7.591], [2.572, 3.717, -9.408], [-0.936, 2.080, -8.803], [0.082, 2.543, -7.480], [0.378, 0.598, -5.793], [3.248, 1.529, -10.614]]
}

No. 2
{
  "formula": "C32H55BrN2O8PS3",
  "method": "ωB97M-V with the def2-TZVPD basis set",
  "relative_energy_ev": 13.577,
  "charge": 1,
  "homo_lumo_gap_ha": 0.2080,
  "symbols": ["C", "C", "O", "P", "O", "C", "C", "C", "C", "C", "C", "O", "O", "S", "C", "C", "C", "C", "O", "C", "C", "C", "C", "C", "C", "C", "C", "C", "N", "Br", "C", "C", "C", "C", "C", "N", "O", "C", "C", "H", "H", "H", "H", "H", "H", "H", "H", "H", "H", "H", "H", "H", "H", "H", "H", "H", "H", "H", "H", "H", "H", "H", "H", "H", "H", "H", "H", "H", "H", "H", "H", "H", "H", "H", "H", "H", "H", "H", "H", "H", "H", "H", "C", "S", "O", "C", "H", "H", "H", "H", "H", "H", "C", "S", "O", "C", "H", "H", "H", "H", "H", "H"],
  "coordinates": [[-0.906, 4.706, 2.873], [-1.293, 3.462, 3.859], [-1.072, 2.181, 3.204], [0.501, 1.584, 3.449], [1.428, 2.550, 4.227], [1.280, 1.342, 1.752], [1.929, -0.106, 1.504], [2.945, -0.140, 0.232], [2.145, -0.119, -1.177], [1.835, 1.313, -1.771], [2.285, 2.678, -1.074], [1.449, 3.513, -0.630], [3.673, 3.044, -0.851], [4.609, 2.760, -2.236], [1.021, 1.329, -3.116], [0.647, 2.773, -3.738], [1.784, 3.376, -4.695], [1.696, 2.914, -6.231], [1.755, 4.846, -4.656], [0.608, -0.032, -3.764], [-0.246, 0.036, -5.125], [-1.807, -0.334, -4.929], [-2.571, 0.534, -3.812], [-2.320, 0.514, -2.281], [-3.087, 1.327, -1.208], [-4.245, 2.246, -1.709], [-4.526, 2.320, -3.245], [-3.724, 1.482, -4.314], [0.972, -1.336, -3.172], [0.441, -2.880, -4.141], [1.710, -1.445, -1.909], [2.087, -2.876, -1.249], [0.804, -3.754, -0.843], [1.129, -4.871, 0.307], [-0.120, -5.089, 1.317], [-0.622, -3.816, 1.928], [0.448, 0.050, 4.209], [-0.886, -0.208, 4.781], [-1.890, -0.834, 3.683], [-1.787, 5.457, 2.817], [-0.006, 5.302, 3.251], [-0.781, 4.279, 1.821], [-0.825, 3.560, 4.897], [-2.436, 3.567, 4.021], [2.139, 2.115, 1.654], [0.569, 1.569, 0.871], [1.062, -0.816, 1.214], [2.413, -0.569, 2.450], [3.628, 0.796, 0.275], [3.674, -1.034, 0.300], [5.240, 1.524, -2.141], [-0.381, 2.659, -4.261], [0.461, 3.564, -2.913], [2.815, 3.076, -4.303], [0.638, 2.781, -6.637], [2.223, 3.735, -6.857], [2.342, 1.966, -6.398], [2.691, 5.163, -4.636], [-0.229, 1.080, -5.616], [0.165, -0.678, -5.939], [-2.323, -0.109, -5.941], [-2.013, -1.439, -4.713], [-1.476, -0.170, -1.898], [-2.841, 1.277, -0.083], [-4.882, 2.855, -0.967], [-5.386, 3.008, -3.565], [-4.024, 1.584, -5.411], [2.731, -3.492, -1.992], [2.737, -2.761, -0.310], [-0.111, -3.114, -0.532], [0.426, -4.373, -1.747], [1.244, -5.885, -0.243], [2.121, -4.687, 0.842], [-0.967, -5.717, 0.844], [0.279, -5.735, 2.196], [0.234, -3.268, 2.150], [-1.076, -4.038, 2.832], [-0.740, -1.004, 5.588], [-1.328, 0.721, 5.303], [-2.704, -1.408, 4.267], [-1.338, -1.491, 2.926], [-2.465, -0.010, 3.105], [2.903, -0.217, 8.537], [2.420, -0.758, 6.883], [3.312, -1.898, 6.506], [3.016, 0.704, 6.020], [2.654, -1.008, 9.245], [3.978, -0.027, 8.568], [2.353, 0.689, 8.800], [4.084, 0.840, 6.202], [2.463, 1.580, 6.360], [2.846, 0.563, 4.953], [-4.888, -2.866, -2.140], [-3.535, -2.690, -0.958], [-2.319, -2.279, -1.728], [-3.376, -4.447, -0.582], [-5.129, -1.879, -2.537], [-4.585, -3.522, -2.959], [-5.764, -3.277, -1.634], [-3.165, -5.007, -1.495], [-4.299, -4.808, -0.124], [-2.551, -4.575, 0.120]]
}

| no. | molar mass (g/mol) |
| --- | --- |
| 1 | 1080.71 |
| 2 | 802.88 |